An isolated molecule of CBrNOS in a non-equilibrium geometry, computed with wB97M-V/def2-TZVPD.

Molar mass, g/mol: 154.0
Electronic energy, Eh: -3140.20318
Kohn-Sham gap, eV: 7.31
LUMO energy, eV: -2.93
Charge: 0
F_max, eV Å⁻¹: 3.376
Relative energy (zero: lowest compared OMol25 entry of this formula, charge and spin), kJ/mol: 214.2
HOMO level, eV: -10.235

Atoms and positions in Å:
N 2.554 -0.282 -0.175
C 1.459 -0.017 0.048
O 0.340 0.472 0.315
S -1.304 -0.519 -0.483
Br -3.050 0.345 0.295